81
Properties=species:S:1:pos:R:3:lowdin_charge:R:1 method="wB97M-V/def2-TZVPD" orbital_gap_ev="7.742 / 2.508" lumo_energy_ev="-3.8692 / -9.1025" total_energy_ev=-42922.170 e_homo_ev="-11.611 / -11.610" total_charge=+1 s2=0.7544 spin_multiplicity=2
N -2.983 2.434 -1.002 0.347
H -2.633 2.841 -1.858 0.156
H -2.510 1.571 -0.774 0.066
H -3.979 2.304 -0.901 0.156
H -2.645 3.040 -0.268 0.144
N -0.296 -0.224 -1.183 -0.558
O -1.269 0.270 -0.628 -0.059
O -0.487 -1.143 -1.943 0.034
O 0.846 0.160 -0.940 -0.013
C 2.798 -2.887 -1.494 -0.112
O 3.846 -3.826 -1.062 -0.112
H 2.626 -2.158 -0.702 0.048
H 3.061 -2.303 -2.376 0.070
H 1.822 -3.353 -1.635 0.055
H 3.513 -4.294 -0.292 0.062
C -0.745 -4.401 -2.618 -0.089
O -1.784 -3.367 -2.742 -0.147
H -0.608 -4.740 -1.591 0.060
H -1.065 -5.318 -3.111 0.081
H 0.194 -4.075 -3.065 0.074
H -1.413 -2.494 -2.591 0.009
C 2.013 0.019 -4.133 -0.166
O 2.690 0.354 -2.953 -0.145
H 2.085 -1.059 -4.278 0.072
H 0.951 0.249 -4.047 0.068
H 2.423 0.541 -4.997 0.082
H 2.087 0.187 -2.224 0.000
C -4.166 -1.761 -1.451 -0.191
O -4.546 -2.888 -2.201 -0.099
H -3.889 -2.018 -0.429 0.061
H -3.321 -1.250 -1.913 0.054
H -5.007 -1.074 -1.362 0.070
H -3.695 -3.301 -2.369 0.033
C -2.796 0.754 5.278 -0.021
C -1.990 0.558 4.011 -0.335
C -2.761 0.833 2.668 0.029
O -0.992 1.550 4.028 0.244
H -3.076 1.803 5.373 0.102
H -2.500 0.351 6.247 0.104
H -3.756 0.242 5.212 0.099
H -1.488 -0.405 4.105 0.182
H -3.411 -0.018 2.463 0.101
H -2.165 1.055 1.783 0.059
H -3.444 1.677 2.762 0.096
H -0.399 1.423 3.284 0.065
C 1.952 2.129 3.552 -0.051
C 1.754 2.016 2.020 -0.413
C 2.986 1.267 1.413 -0.016
O 0.510 1.361 1.732 -0.079
H 1.940 1.184 4.096 0.090
H 1.299 2.845 4.050 0.073
H 2.953 2.512 3.749 0.092
H 1.790 3.013 1.580 0.134
H 2.847 1.176 0.336 0.063
H 3.022 0.260 1.830 0.087
H 3.872 1.875 1.596 0.093
H 0.461 1.289 0.776 0.044
C -1.854 -3.018 1.815 -0.039
C -0.470 -3.163 1.075 -0.446
C 0.556 -2.134 1.652 -0.034
O 0.020 -4.478 1.240 -0.035
H -2.580 -3.761 1.485 0.080
H -2.303 -2.036 1.664 0.041
H -1.712 -3.123 2.891 0.075
H -0.585 -2.931 0.016 0.105
H 1.499 -2.133 1.104 0.061
H 0.728 -2.317 2.713 0.080
H 0.149 -1.123 1.641 0.043
H -0.756 -5.038 1.175 0.085
C 2.900 4.483 -3.258 -0.050
C 2.315 4.418 -1.865 -0.475
C 1.081 3.508 -1.814 -0.058
O 3.420 3.988 -1.081 -0.049
H 3.276 3.512 -3.579 0.088
H 3.714 5.208 -3.252 0.091
H 2.145 4.867 -3.944 0.085
H 1.990 5.368 -1.441 0.137
H 1.243 2.569 -2.344 0.064
H 0.203 4.000 -2.232 0.066
H 0.663 3.226 -0.848 0.049
H 3.838 3.320 -1.630 0.080



92
Properties=species:S:1:pos:R:3:lowdin_charge:R:1 method="wB97M-V/def2-TZVPD" e_above_lowest_kj_mol=7.1 orbital_gap_ev=10.362 lumo_energy_ev=0.5431 smiles="NC(N)=O.NC(N)=O.NC(N)=O.NC(N)=O.OCCO.OCCO.OCCO.OCCO.OCCO.OCCO" total_energy_ev=-62118.019 e_homo_ev=-9.819
N 0.539 5.884 -0.156 0.129
C 0.608 5.230 1.105 -0.697
N -0.480 4.535 1.405 0.167
O 1.540 5.287 1.879 0.023
H 0.398 5.060 -0.859 0.127
H 1.372 6.351 -0.297 0.049
H -1.157 4.342 0.704 0.065
H -0.586 4.071 2.341 0.125
N 3.545 -0.490 2.266 0.175
C 3.603 -0.099 0.998 -0.685
N 4.027 -1.049 0.119 0.177
O 3.243 1.042 0.667 -0.016
H 3.910 -1.349 2.687 0.115
H 3.233 0.161 3.006 0.119
H 3.981 -2.010 0.551 0.091
H 3.977 -0.972 -0.853 0.063
N 1.169 -4.801 1.495 0.184
C 1.995 -3.964 0.911 -0.712
N 1.678 -3.662 -0.387 0.176
O 2.895 -3.362 1.447 0.007
H 1.413 -5.193 2.374 0.110
H 0.605 -5.416 0.910 0.091
H 0.845 -4.016 -0.838 0.077
H 2.353 -3.149 -0.968 0.114
N 0.703 1.875 3.111 0.174
C 1.158 2.326 4.336 -0.673
N 2.382 2.964 4.197 0.139
O 0.597 2.135 5.386 0.040
H -0.213 1.503 3.005 0.056
H 1.280 2.127 2.341 0.066
H 2.372 3.604 3.350 0.102
H 2.704 3.388 5.046 0.092
O 0.273 -3.254 -3.222 -0.081
C 0.625 -2.324 -4.268 -0.238
C -0.110 -0.978 -4.208 -0.234
O -1.475 -1.407 -4.362 -0.091
H -0.683 -3.116 -3.270 0.040
H 1.683 -2.019 -4.180 0.109
H 0.448 -2.708 -5.330 0.138
H 0.249 -0.305 -5.045 0.131
H 0.068 -0.411 -3.269 0.103
H -1.929 -1.017 -3.601 0.040
O 2.598 0.247 -2.276 -0.082
C 2.937 1.552 -2.680 -0.230
C 1.953 2.652 -2.292 -0.239
O 1.871 3.066 -0.952 -0.075
H 2.314 0.345 -1.363 0.036
H 3.977 1.723 -2.401 0.119
H 2.930 1.580 -3.836 0.147
H 0.989 2.341 -2.618 0.093
H 2.156 3.494 -2.920 0.109
H 2.722 2.964 -0.490 0.092
O -2.337 -0.028 -2.022 -0.076
C -3.069 1.119 -2.253 -0.229
C -2.232 2.430 -2.026 -0.197
O -1.810 2.643 -0.681 -0.137
H -2.487 -0.465 -1.166 0.072
H -3.355 1.277 -3.342 0.140
H -3.937 1.127 -1.627 0.113
H -2.756 3.373 -2.378 0.139
H -1.296 2.234 -2.573 0.102
H -1.020 2.082 -0.458 0.047
O -1.348 -5.461 -0.012 -0.113
C -1.989 -5.218 -1.290 -0.200
C -2.527 -3.745 -1.499 -0.238
O -3.421 -3.515 -0.449 -0.076
H -2.044 -5.038 0.590 0.118
H -1.329 -5.579 -2.041 0.098
H -2.846 -5.870 -1.413 0.110
H -3.089 -3.774 -2.439 0.123
H -1.745 -2.953 -1.557 0.103
H -3.097 -2.769 0.099 0.060
O -2.117 -1.282 0.501 -0.108
C -0.780 -1.270 1.143 -0.110
C 0.186 -0.611 0.109 -0.142
O -0.005 0.852 0.119 -0.069
H -2.519 -0.510 0.904 0.060
H -0.741 -0.683 2.023 0.069
H -0.500 -2.287 1.459 0.126
H 0.146 -1.162 -0.789 0.087
H 1.170 -0.868 0.505 0.099
H 0.827 1.282 0.269 0.035
O -1.413 -0.144 3.848 -0.100
C -2.760 0.331 3.914 -0.194
C -3.118 1.628 3.080 -0.239
O -3.079 1.378 1.706 -0.073
H -0.951 0.183 4.630 0.082
H -3.336 -0.513 3.490 0.121
H -3.158 0.464 4.944 0.127
H -2.558 2.493 3.438 0.108
H -4.156 1.960 3.362 0.126
H -2.684 2.113 1.189 0.078



86
Properties=species:S:1:pos:R:3:lowdin_charge:R:1 method="wB97M-V/def2-TZVPD" e_above_lowest_kj_mol=401.9 orbital_gap_ev=8.808 lumo_energy_ev=-0.1504 smiles=COC[C@H](C)N.COC[C@H](C)N.COC[C@H](C)N.COC[C@H](C)N.O.O.O.O.O.O total_energy_ev=-43930.505 e_homo_ev=-8.959
C 5.338 0.773 -0.966 -0.141
O 6.184 -0.233 -0.547 -0.174
C 6.660 -1.063 -1.583 -0.205
C 8.066 -0.652 -2.115 -0.388
C 8.099 0.773 -2.759 -0.063
N 8.610 -1.569 -3.176 0.024
H 5.408 1.023 -2.025 0.083
H 5.615 1.664 -0.403 0.089
H 4.320 0.543 -0.653 0.089
H 6.679 -2.110 -1.279 0.117
H 5.875 -1.102 -2.337 0.122
H 8.719 -0.621 -1.243 0.125
H 7.268 0.778 -3.463 0.070
H 9.015 1.002 -3.304 0.073
H 7.834 1.409 -1.914 0.066
H 8.277 -2.505 -2.995 0.052
H 9.614 -1.579 -3.063 0.063
C -6.887 -5.848 2.570 -0.118
O -7.752 -4.778 2.963 -0.198
C -7.795 -3.566 2.108 -0.139
C -6.531 -2.951 1.459 -0.500
C -5.534 -2.468 2.441 -0.067
N -6.732 -1.867 0.520 0.035
H -7.351 -6.461 1.797 0.079
H -6.666 -6.589 3.338 0.084
H -5.929 -5.526 2.164 0.073
H -8.338 -3.999 1.268 0.115
H -8.309 -2.765 2.640 0.122
H -6.156 -3.751 0.820 0.129
H -4.563 -2.286 1.980 0.087
H -5.401 -3.302 3.130 0.077
H -5.960 -1.618 2.974 0.087
H -7.389 -2.054 -0.225 0.070
H -7.173 -1.055 0.929 0.067
C 1.789 -7.266 -3.437 -0.103
O 0.944 -6.291 -2.821 -0.183
C 0.928 -5.070 -3.506 -0.214
C 0.312 -4.045 -2.559 -0.471
C -0.977 -4.454 -1.851 -0.069
N 0.004 -2.837 -3.251 0.033
H 1.620 -7.365 -4.509 0.081
H 1.611 -8.294 -3.119 0.082
H 2.844 -7.071 -3.244 0.085
H 1.921 -4.674 -3.720 0.119
H 0.476 -5.224 -4.485 0.130
H 0.950 -3.863 -1.694 0.132
H -1.368 -3.683 -1.187 0.070
H -0.799 -5.268 -1.149 0.075
H -1.749 -4.552 -2.615 0.084
H -0.071 -2.181 -2.487 0.078
H 0.775 -2.461 -3.784 0.072
C 3.684 6.071 5.671 -0.180
O 2.802 5.086 5.574 -0.165
C 1.527 5.500 5.133 -0.197
C 0.627 4.327 4.683 -0.368
C 1.332 3.329 3.678 -0.061
N -0.333 4.912 3.712 -0.012
H 3.645 6.731 4.804 0.091
H 4.645 5.629 5.933 0.101
H 3.442 6.765 6.476 0.083
H 1.061 6.134 5.888 0.127
H 1.548 6.041 4.187 0.119
H 0.069 3.832 5.478 0.130
H 1.852 3.676 2.785 0.079
H 0.528 2.645 3.407 0.066
H 2.094 2.726 4.172 0.065
H -0.717 5.753 4.119 0.062
H -1.080 4.235 3.646 0.067
O -3.530 4.059 -4.001 -0.047
H -4.041 4.868 -3.981 0.026
H -2.865 4.180 -3.323 0.018
O -0.993 1.651 -0.933 -0.048
H -0.865 2.571 -1.164 0.016
H -1.836 1.632 -0.479 0.026
O -1.486 5.755 -0.751 -0.046
H -2.074 6.504 -0.657 0.032
H -1.344 5.447 0.144 0.030
O 1.883 5.475 -2.686 -0.052
H 1.222 5.759 -2.054 0.012
H 2.716 5.753 -2.303 0.028
O -4.687 3.656 0.838 -0.053
H -5.425 3.440 1.408 0.029
H -4.884 4.536 0.515 0.025
O -4.691 -0.076 -3.425 -0.051
H -4.883 0.857 -3.328 0.023
H -5.272 -0.507 -2.798 0.020